Entry 1:
C6H6N | ωB97M-V/def2-TZVPD

The value obtained for the LUMO energy is -0.179 hartree. The calculation puts the HOMO-LUMO gap at 9.500 eV. The value obtained for the max |F| is 4.3 eV Å⁻¹. The HOMO energy comes out at -14.379 eV. As for the net charge: +1. As for the total energy: -7794.8459 eV.

Cartesian coordinates (Å):
C 1.37652 -0.66812 0.40338
C 0.36155 -1.36458 0.06626
C 1.76591 0.60078 -0.27237
C -0.82602 0.78734 0.61624
C -1.06815 -0.04886 -0.48601
C 0.34909 0.43950 -0.17084
N -0.92244 -1.40669 -0.01972
H 2.20406 1.36268 0.38337
H 2.05562 0.50609 -1.32366
H -1.10890 1.78038 0.74439
H -0.89987 0.22137 1.53099
H -1.79959 0.06796 -1.29669
H -1.48781 -2.27784 -0.17534

Cartesian forces, eV/Å:
0.1 -1.3 -0.5
2.9 0.7 1.3
1.3 0.5 -1.1
1.0 0.4 3.2
-2.3 -1.0 -3.3
-2.2 0.5 0.7
-2.4 -3.5 -0.5
0.1 -0.3 -0.6
0.8 0.2 0.6
-0.6 1.6 -0.5
-0.1 0.3 0.7
0.8 0.4 0.0
0.7 1.5 -0.1



Entry 2:
C31H49ClP2Tm | ωB97M-V/def2-TZVPD

The spin multiplicity is 3. The value obtained for the LUMO energy (spin up / spin down) is -0.128 / -0.127 hartree. The calculation puts the HOMO-LUMO gap (spin up / spin down) at 5.733 / 6.894 eV. The value obtained for the max |F| is 8.2 eV Å⁻¹. Its expectation value of S² is 2.072. The HOMO energy (spin up / spin down) comes out at -9.220 / -10.348 eV. As for the net charge: +1. As for the total energy: -93559.2756 eV.

Cartesian coordinates (Å):
Tm -2.11404 -1.33911 0.00414
C -0.17021 -1.89411 1.24093
C -1.12478 -1.28574 2.10709
C -2.10755 -3.21551 1.19177
C -0.76803 -3.07912 0.64768
C -2.33889 -2.05378 2.06893
C 1.28997 -1.69263 1.44431
H 1.55548 -0.76996 1.97494
H 1.84307 -1.67583 0.50538
H 1.71760 -2.50189 2.05489
C 0.12431 -4.15069 0.12521
H 1.16393 -3.82334 0.15938
H -0.08467 -4.43963 -0.90417
H 0.07229 -5.03944 0.76340
C -2.99306 -4.41006 1.07378
H -2.64922 -5.25510 1.69897
H -3.05275 -4.78075 0.03619
H -3.99720 -4.14849 1.44247
C -3.41467 -1.68469 3.02693
H -3.34926 -2.27331 3.94928
H -4.39988 -1.80530 2.58329
H -3.31321 -0.63951 3.34863
C -0.78497 -0.35828 3.25079
H -1.23170 -0.68191 4.21413
H -1.14038 0.65962 3.02457
H 0.28941 -0.27340 3.47121
C 2.49800 0.94833 0.19838
C 2.93438 1.34586 1.39927
C 2.02589 1.93736 2.41929
C 1.73910 3.43535 2.17988
C 0.32577 3.81943 1.88743
C -0.42539 3.05496 1.08812
C -0.01677 1.66650 0.58428
C 1.23012 1.53017 -0.36172
H 2.44632 1.85612 3.43709
H 2.34355 3.74568 1.31147
H 1.07509 1.37342 2.38117
H 1.52492 2.53824 -0.70611
H 2.96071 0.14872 -0.41649
H 3.96493 1.22294 1.70318
H 0.96968 0.91151 -1.25031
H -0.00847 0.90783 1.38068
H -1.45374 3.34913 0.84331
H -0.85706 1.37175 -0.04531
H 2.06118 3.96686 3.08596
H -0.04142 4.80664 2.22769
P -1.49041 3.14856 -1.86862
P -4.30496 1.56676 -1.74400
C -2.95425 3.92317 -2.74380
C -4.01086 2.87863 -3.09584
H -2.57964 4.44745 -3.63776
H -3.36470 4.70226 -2.08732
H -4.95543 3.40147 -3.33054
H -3.71568 2.32566 -3.99883
C -5.94990 1.17997 -2.50497
H -6.54954 0.59633 -1.81175
H -5.79050 0.56421 -3.39082
H -6.51718 2.07546 -2.79897
C -5.00936 2.85565 -0.59108
H -5.61124 3.61795 -1.11083
H -4.21259 3.35767 -0.03963
H -5.63167 2.34220 0.14416
C -0.65729 2.57822 -3.40766
H 0.00945 1.74331 -3.17073
H -0.07056 3.39337 -3.85516
H -1.41606 2.21822 -4.11199
C -0.50221 4.72891 -1.65509
H -1.16918 5.58782 -1.50736
H 0.17554 4.91279 -2.50289
H 0.10832 4.65554 -0.75120
Cl 3.96649 -5.45538 0.60511
C 5.28927 -4.70267 -0.16573
C 6.56803 -5.24102 -0.12352
C 7.63897 -4.57387 -0.77125
C 7.39617 -3.43253 -1.56258
C 6.11565 -2.92803 -1.66863
C 5.01901 -3.49960 -0.92443
C 3.77211 -2.88240 -0.97390
H 6.73272 -6.17864 0.40940
H 8.65282 -4.96905 -0.69018
H 8.20637 -2.93826 -2.10418
H 5.86482 -2.08529 -2.31431
H 3.70643 -1.99777 -1.62946
H 2.92268 -3.24195 -0.36504

Cartesian forces, eV/Å:
-2.0 5.0 -6.3
-0.5 -1.1 1.6
0.8 -1.7 1.3
1.2 -0.1 2.2
0.5 0.0 2.4
1.7 -1.4 1.5
0.8 0.2 -0.3
-0.3 -0.3 -0.4
0.1 0.0 0.1
-0.2 0.0 -0.2
0.0 -0.4 -0.5
-0.2 0.0 -0.1
0.0 -0.2 -0.1
-0.1 0.0 -0.2
-0.5 -0.2 -0.2
0.0 0.4 -0.2
-0.2 0.0 0.4
0.2 -0.2 -0.3
-0.6 -0.1 0.1
-0.2 -0.1 -0.2
-0.3 -0.1 0.2
-0.1 -0.2 -0.3
-0.3 0.7 0.2
0.0 0.1 -0.7
0.0 -0.1 0.5
-0.4 -0.2 -0.4
0.0 -0.1 0.5
0.5 -0.8 -0.4
-0.5 0.6 0.5
0.4 0.5 0.5
-0.5 -0.1 -0.7
-0.2 -0.5 1.0
-0.6 -0.3 -0.7
-0.4 -0.3 -0.1
-0.1 -0.3 -0.5
0.1 0.3 0.5
1.1 0.6 0.8
-0.4 -0.3 -0.2
0.4 1.2 0.3
0.1 -0.7 0.0
-0.1 0.6 0.4
0.0 0.4 -0.6
0.5 0.0 0.1
-0.3 -0.1 -0.2
0.1 0.2 -0.5
0.2 -0.7 -0.2
-0.2 1.6 -1.1
-1.6 2.2 -0.9
0.4 0.0 0.2
0.8 -0.3 -0.3
-0.2 -0.2 0.2
0.0 -0.3 0.0
0.2 -0.5 0.2
-0.1 0.2 0.1
0.0 -0.7 0.0
-0.2 -0.1 0.1
-0.1 0.0 -0.1
0.3 -0.3 0.2
0.3 -0.4 0.6
0.2 -0.4 0.0
0.0 0.0 0.0
-0.1 0.1 0.0
0.2 -0.5 -0.1
0.0 0.1 -0.2
-0.3 -0.4 0.0
0.2 0.0 0.0
0.2 -0.1 0.4
0.1 -0.2 -0.1
-0.4 0.0 0.2
0.0 0.1 -0.2
-0.3 -0.5 0.4
0.8 1.0 -1.0
0.1 0.4 -0.2
-0.5 -0.1 0.0
-0.1 -0.1 0.1
-0.4 -0.4 0.5
0.6 -0.3 0.0
-0.2 0.1 0.0
0.0 0.3 -0.1
-0.4 0.1 0.0
-0.2 -0.3 0.2
0.3 -0.1 0.2
-0.3 -0.5 0.5
0.8 0.4 -0.7



Entry 3:
C36H86N10O8 | ωB97M-V/def2-TZVPD

The value obtained for the LUMO energy is 0.002 hartree. The calculation puts the HOMO-LUMO gap at 8.073 eV. The value obtained for the max |F| is 2.0 eV Å⁻¹. The HOMO energy comes out at -8.017 eV. As for the net charge: 0. The structure (SMILES) is CCN(CC)CC.CCN(CC)CC.CN(C)C=O.CN(C)C=O.CN(C)C=O.CN(C)C=O.CN(C)C=O.CN(C)C=O.CN(C)C=O.CN(C)C=O. As for the total energy: -70005.7770 eV.

Cartesian coordinates (Å):
C 1.37095 20.33532 -12.63305
C 2.37784 20.07073 -11.48525
N 2.34260 18.65648 -11.15173
C 1.19301 18.19544 -10.41539
C 1.00381 16.69511 -10.32429
C 3.63807 18.14877 -10.63520
C 3.92720 18.78592 -9.25919
H 1.10285 19.42059 -13.16495
H 1.64079 21.12813 -13.32844
H 0.37526 20.60059 -12.25739
H 3.35868 20.41190 -11.80453
H 2.05903 20.67561 -10.62745
H 1.11909 18.67271 -9.41763
H 0.31318 18.69201 -10.84490
H 0.07995 16.45302 -9.80129
H 1.13917 16.24606 -11.30628
H 1.77586 16.30460 -9.65179
H 4.37250 18.42988 -11.39203
H 3.62894 17.05892 -10.64628
H 3.38674 18.26623 -8.47187
H 3.80074 19.86691 -9.20745
H 4.99815 18.77660 -9.01809
C -4.86153 16.00883 -8.50876
C -5.14177 15.47544 -7.09506
N -5.36078 16.46497 -6.05042
C -6.73269 16.75536 -5.65959
C -7.64003 17.09557 -6.87516
C -4.45255 16.23647 -4.93704
C -2.99972 16.58392 -5.36865
H -5.52320 16.83525 -8.78128
H -5.12434 15.22721 -9.22372
H -3.85224 16.40128 -8.63187
H -6.07589 14.89313 -7.12515
H -4.39541 14.72744 -6.82900
H -7.23508 15.90165 -5.18498
H -6.70935 17.61121 -4.98634
H -7.29463 17.96819 -7.42522
H -7.50498 16.20943 -7.49747
H -8.67713 17.18597 -6.56614
H -4.39262 15.21185 -4.53742
H -4.72906 16.86074 -4.08480
H -2.49884 16.73330 -4.40524
H -3.09214 17.52815 -5.90046
H -2.45203 15.78703 -5.86523
C 0.68743 17.03473 -4.97756
N 1.88208 17.80568 -4.76025
C 2.14945 18.22803 -3.40598
C 2.67256 18.23551 -5.78943
O 3.62119 18.96593 -5.65470
H 0.49857 16.32393 -4.16861
H 0.80375 16.33475 -5.80815
H -0.23365 17.60070 -5.12738
H 1.21344 18.48169 -2.90650
H 2.69865 17.47132 -2.83946
H 2.78709 19.11020 -3.33308
H 2.23242 17.83261 -6.71046
C 6.59756 17.83132 -4.43798
N 7.19562 18.11204 -3.14513
C 7.74378 17.01194 -2.37915
C 6.92137 19.26658 -2.52874
O 6.42330 20.25248 -3.04698
H 7.03168 18.42364 -5.24025
H 5.50824 17.87926 -4.41288
H 6.82780 16.78428 -4.65446
H 7.12513 16.11190 -2.38444
H 8.70700 16.70175 -2.79586
H 7.94468 17.28746 -1.34588
H 7.28064 19.29337 -1.48595
C 5.14091 15.65561 -8.02641
N 3.95272 14.88837 -8.33617
C 4.00883 14.15846 -9.58432
C 2.92653 14.82056 -7.47981
O 2.93570 15.33339 -6.37012
H 5.09475 16.21188 -7.09079
H 5.32175 16.39134 -8.81028
H 6.06865 15.09679 -7.86835
H 4.17905 14.76693 -10.47096
H 4.84680 13.45570 -9.53018
H 3.13116 13.51960 -9.68058
H 2.06211 14.30178 -7.92190
C 3.97659 14.61170 -2.85227
N 4.07902 13.20893 -3.24999
C 4.69815 12.89479 -4.49525
C 3.35111 12.27979 -2.55419
O 3.24110 11.12835 -2.90369
H 3.50752 15.11789 -3.70382
H 4.98946 15.00821 -2.74573
H 3.39319 14.71107 -1.94222
H 4.37741 11.92272 -4.86819
H 4.42109 13.67347 -5.21325
H 5.79340 12.84657 -4.49872
H 2.88294 12.65410 -1.63388
C 4.29358 22.03739 -4.86392
N 4.72737 22.28364 -6.22176
C 4.17499 23.43777 -6.92441
C 5.55005 21.42921 -6.89149
O 5.83084 21.56526 -8.06729
H 4.14309 22.94340 -4.28131
H 4.93005 21.32506 -4.34024
H 3.34366 21.49146 -4.93700
H 4.84289 24.28812 -6.77395
H 4.03029 23.27760 -7.98812
H 3.21135 23.69684 -6.48359
H 5.97355 20.72492 -6.15543
C -1.09108 19.63306 -7.14487
N -0.79523 20.84504 -7.90323
C 0.58912 21.26899 -7.92982
C -1.82078 21.58062 -8.41076
O -1.65771 22.54009 -9.13448
H -2.14488 19.44150 -6.96056
H -0.68420 19.85397 -6.14962
H -0.57532 18.79422 -7.61376
H 1.18479 20.50173 -8.42131
H 0.72922 22.16034 -8.54538
H 0.93530 21.63555 -6.96137
H -2.80685 21.34664 -7.98921
C -0.12865 12.13452 -4.14765
N -1.34763 12.87695 -4.25637
C -1.60787 13.83429 -3.21175
C -2.22449 12.72505 -5.28335
O -3.31156 13.25970 -5.34238
H 0.13323 11.35107 -4.85921
H -0.15087 11.54561 -3.22061
H 0.77538 12.74381 -4.04652
H -1.82467 13.40080 -2.22468
H -0.74958 14.49678 -3.10293
H -2.55913 14.35674 -3.30564
H -1.75961 12.13361 -6.09066
C 4.13829 18.65766 -0.62399
N 3.87613 18.74908 0.79476
C 4.83132 19.49539 1.56671
C 2.70629 18.37298 1.36327
O 2.46108 18.52178 2.54052
H 4.00016 19.61862 -1.12617
H 3.36040 17.98259 -0.98597
H 5.09090 18.24335 -0.94983
H 4.96666 20.49993 1.15104
H 4.59714 19.45135 2.62553
H 5.86108 19.11498 1.51375
H 2.03064 17.84338 0.67827

Cartesian forces, eV/Å:
-1.1 -0.1 0.3
-1.6 0.0 -0.6
1.4 -1.4 -0.4
-1.0 1.7 0.2
0.9 0.4 0.7
-0.8 1.5 0.0
1.4 -0.5 -0.2
0.8 -0.1 -0.3
0.3 -0.1 0.0
0.2 0.4 0.3
0.2 -0.4 0.2
0.3 0.2 0.1
0.5 -0.4 0.4
0.0 -0.4 -0.5
-0.3 0.0 -0.5
-0.4 -0.2 0.0
0.1 -0.2 -0.2
0.2 0.1 0.2
-0.1 0.0 0.4
0.0 0.2 0.1
-0.8 0.0 -0.3
-0.1 -0.6 0.1
-0.7 0.3 0.2
-1.3 -0.4 -0.5
0.8 0.2 0.4
-0.5 0.3 -0.9
1.2 -0.8 0.5
0.9 0.0 -0.3
-0.9 0.2 1.6
-0.1 0.0 0.3
0.6 -0.1 -0.1
0.1 -0.3 0.0
0.2 -0.2 -0.3
0.2 0.3 0.2
0.2 -0.1 0.4
0.0 -0.1 0.3
-0.1 0.1 0.1
-0.6 0.3 -0.4
0.0 0.1 0.0
-0.6 -0.1 -0.3
-0.1 0.3 -0.2
0.4 0.3 -0.2
0.6 -0.1 -0.3
-0.3 0.1 -0.5
-0.4 -1.2 -0.4
0.3 0.5 0.2
0.3 0.3 0.4
-1.7 -0.7 0.9
0.7 0.2 -0.3
0.2 0.3 0.4
0.2 0.4 -0.3
0.1 0.3 0.1
0.0 -0.2 0.1
-0.3 -0.3 0.0
-0.1 0.1 -0.6
0.5 0.2 -0.5
0.2 -1.0 -0.1
-0.5 -0.5 0.4
0.7 -0.4 -0.2
0.4 1.2 0.0
-0.2 -0.5 0.1
-0.2 0.3 0.1
0.0 0.5 -0.1
0.1 0.1 -0.1
-0.3 0.2 0.0
0.0 0.1 -0.1
-0.2 0.2 0.0
-0.1 0.0 0.0
0.8 0.8 0.5
0.9 0.2 -0.3
0.2 -1.0 0.3
0.1 0.4 0.0
-0.3 -0.3 0.0
-0.8 0.0 -0.1
0.0 -0.1 -0.1
-0.3 -0.7 -0.5
-0.3 0.3 0.1
0.1 0.1 0.0
-0.2 0.3 -0.2
-0.1 -0.1 0.2
0.5 -0.5 -1.3
-0.8 -0.1 1.8
0.3 0.0 -1.1
0.7 0.1 -0.8
-0.2 -0.5 0.1
-0.1 0.4 0.3
-0.1 0.2 0.3
0.1 0.1 0.0
-0.3 0.1 0.2
0.0 -0.1 -0.1
0.0 0.2 0.5
0.0 0.3 0.0
-0.8 -1.1 -0.2
0.2 0.2 -0.7
-0.1 0.1 0.6
-0.3 1.2 1.0
0.2 -0.6 0.0
0.3 0.1 -0.1
0.4 0.3 -0.1
-0.2 0.3 0.3
0.0 0.1 -0.2
0.2 -0.3 0.0
0.0 -0.1 0.0
0.1 -0.5 -0.5
1.0 1.1 0.8
-1.2 -0.4 0.1
-0.1 0.8 -0.9
1.0 1.0 0.2
-0.2 0.1 -0.2
-0.1 0.1 -0.6
0.2 -0.7 0.1
-0.2 -0.2 0.2
0.4 -0.1 0.6
-0.6 -0.1 -0.3
0.1 -0.8 0.3
-0.1 -0.6 -0.2
1.2 -1.0 1.4
-0.5 0.1 -0.5
-0.6 -0.1 1.2
0.7 0.4 0.2
0.0 -0.3 -0.2
-0.8 0.4 -0.7
-0.1 0.2 0.1
-0.2 0.4 -0.2
0.7 -0.6 -0.1
-0.1 0.2 0.0
0.3 0.3 -1.0
-0.4 -0.2 0.0
-1.5 -0.3 -0.2
1.1 0.1 -0.3
1.2 0.2 0.2
0.5 -0.3 0.4
-0.4 0.0 0.0
0.1 0.1 0.0
0.1 0.1 -0.3
0.2 -0.1 0.6
-0.5 0.2 0.4
-0.4 0.4 -0.1
-0.3 -0.6 -0.3
-0.1 0.1 -0.2



Computed relative energy (zero: lowest compared OMol25 entry of this formula, charge and spin), in the same sequence as the records: 4.897 2.396 5.271 eV.